The following is a DFT calculation (the ωB97M-V functional and the def2-TZVPD basis) of a structure of composition C44H46F9Ge2N2PSW.

Calculated values
**Highest occupied orbital energy (alpha / beta)**: -18.21 / -18.21 eV
**Gap between HOMO and LUMO (alpha / beta)**: 4.90 / 4.90 eV
**Total charge**: +4
**Spin multiplicity**: 1
**Total energy**: -208753.6305 eV

Last column: Mulliken charge in e.
Cartesian coordinates (Å):
W -0.99138 -0.20006 -0.17485  -0.2712
Ge -3.38887 0.53165 -0.05331  0.4117
Ge 0.17453 1.34078 -1.91499  0.4055
S -1.01056 -1.86831 -1.83320  -0.4395
P 0.26155 -0.86249 1.92807  0.3028
F 4.40903 -5.79123 0.35788  -0.2377
F 3.02611 5.05532 1.98327  -0.2160
F -3.95054 -4.15886 5.82580  -0.2185
F -5.41626 -3.16330 4.57369  -0.2488
F 5.11302 -5.48101 2.38782  -0.2507
F 3.76936 4.53818 3.95566  -0.2331
F -4.61809 -2.15598 6.32171  -0.2405
F 3.37606 -6.72669 2.01788  -0.2280
F 1.78088 5.37809 3.73010  -0.2738
N 1.52812 -2.62829 -2.39891  -0.0633
N -0.06475 -2.89523 -4.06452  0.0358
C 2.00396 0.68898 -1.54847  0.8535
C 0.80168 4.63160 -1.10148  -0.1897
C 3.47251 -3.30099 2.46367  -0.8843
C -3.17256 -2.63361 3.10741  -1.1233
C -2.13511 -2.11484 2.35048  -0.5160
C 3.11500 -4.41927 1.72843  -0.0276
C 1.43514 -2.21484 1.77538  1.7115
C 0.77195 -3.56205 -5.03713  0.6538
C 1.06768 0.64079 2.52434  1.8432
C 2.68667 4.55498 3.19337  0.6637
C 2.32678 0.98526 2.02333  -0.9470
C 2.85260 2.24168 2.27040  -1.6834
C -0.38768 2.60769 -0.50656  -0.0939
C 2.12166 3.16172 3.01027  0.3457
C 4.03022 -5.62961 1.63722  0.7404
C 2.28900 -4.87068 -6.91512  -0.5624
C -4.17314 1.11724 -1.74395  -0.1350
C 1.89965 -4.46435 1.04900  -1.0921
C -1.13419 -1.17516 4.34773  -0.5676
C 2.62915 -2.19530 2.49706  -0.3326
C 2.79685 -3.74075 -6.28552  -0.7951
C 0.29918 -2.51148 -2.86567  0.6431
C -4.41554 0.75620 1.58714  -0.0559
C -0.38163 1.63907 -3.76322  -0.2015
C -3.19462 -2.40675 4.47654  0.2289
C -5.24964 2.19179 -1.55422  -1.2403
C -0.61300 4.64393 0.89485  -0.0631
C 1.06118 -3.36676 1.07135  -1.3014
C 1.01160 -5.33307 -6.61615  -0.6273
C 0.23808 -4.67813 -5.67091  -0.6934
C -2.17266 -1.69555 5.09886  -1.1253
C -1.12043 -1.36548 2.95848  1.3941
C -4.32157 -2.98450 5.32053  0.7336
C 2.03679 -3.06693 -5.33965  -0.1041
C -4.34430 2.18771 2.14177  -1.1681
C 0.49703 2.69582 -4.44384  -1.2816
C 0.35421 1.56703 3.28841  -1.3928
C 0.88700 2.81986 3.54213  -1.0470
C 0.63519 6.58261 0.25672  -0.3411
C -0.09361 3.93459 -0.23351  1.2033
C 1.16772 5.92915 -0.85281  -1.2836
C -0.26232 5.94715 1.12521  -1.0035
C 3.05238 1.79931 -1.41085  -1.3755
C -1.11028 1.69821 0.39002  -1.0256
H -5.98872 1.91000 -0.80422  0.3441
H -5.44346 0.50774 1.30500  0.5284
H 0.09097 -3.43135 0.58750  0.4705
H -1.04868 -2.82381 -4.29510  0.3576
H 3.82817 2.50692 1.88439  0.5517
H 1.20960 4.10984 -1.96150  0.6129
H -1.43429 1.92456 -3.79421  0.3780
H -5.03371 2.27940 2.98095  0.4653
H 2.90323 0.28452 1.43214  0.7543
H 1.55899 2.45967 -4.37380  0.3419
H 1.85594 6.45214 -1.50122  0.5070
H 0.91786 7.61034 0.44900  0.4893
H 3.77930 -3.37066 -6.54344  0.4222
H 0.32614 3.69045 -4.03135  0.3459
H -3.37084 1.45083 -2.40770  0.0471
H 0.61505 -6.20361 -7.11885  0.4265
H -4.58669 0.20948 -2.20107  0.4934
H 1.99712 0.07635 -0.63314  -0.4304
H -0.75357 -5.03606 -5.42875  0.4224
H -3.34978 2.42564 2.52373  0.2543
H 2.91074 -1.34341 3.10099  0.5710
H -4.63371 2.93919 1.40632  0.3044
H 0.24826 2.74803 -5.50328  0.4446
H 1.70855 -2.51879 -1.40900  -0.1069
H 2.21365 -3.13133 -2.95737  0.3650
H 4.03277 1.37678 -1.18907  0.4213
H 2.88701 -5.38640 -7.65352  0.4339
H -0.33164 -0.65315 4.84987  0.6222
H 1.61007 -5.36901 0.52858  0.5206
H -1.31621 4.16150 1.56053  0.5375
H 2.79831 2.49296 -0.60799  0.2744
H -0.29960 0.67802 -4.27849  0.3853
H -0.66675 6.49665 1.96343  0.5098
H 4.40136 -3.29068 3.01838  0.5900
H 0.34180 3.53177 4.14694  0.6218
H -0.62324 1.32691 3.68622  0.5169
H -4.81617 3.15097 -1.27399  0.3373
H -4.08441 0.02463 2.32492  0.0852
H -3.95580 -3.21810 2.64315  0.5748
H 2.26007 0.00298 -2.36094  0.3748
H -2.18817 -1.55820 6.17234  0.5256
H -1.50126 2.09246 1.33081  0.7317
H -2.10199 -2.34683 1.28399  0.3451
H 3.15214 2.36764 -2.33532  0.3801
H -5.78512 2.33554 -2.49220  0.3967
H 2.40994 -2.14738 -4.90679  0.4862


The following is a DFT calculation (the ωB97M-V functional and the def2-TZVPD basis) of a structure of composition C44H47BFN3O2SScSi.

Calculated values
**Highest occupied orbital energy**: -4.58 eV
**Gap between HOMO and LUMO**: 6.82 eV
**Total charge**: -1
**Spin multiplicity**: 1
**Total energy**: -97769.8202 eV

Last column: Mulliken charge in e.
Cartesian coordinates (Å):
Sc 0.15217 -0.84037 0.10432  -0.7105
S -4.37446 -3.54065 -1.30685  -0.4226
Si -2.46072 1.27768 1.36884  0.0664
F 1.76810 1.00663 -0.07934  -0.3501
O 1.56527 -0.61206 2.15991  1.0246
O 3.30588 -2.01190 1.71516  -0.4439
N -2.11528 -2.32120 -1.69383  0.0196
N -0.84740 1.17863 0.77617  0.9936
N 2.74187 5.44166 -4.93200  -0.6695
C -2.96959 -0.15274 -6.09372  2.3791
C -3.31941 -0.41879 1.38877  -0.7449
C 5.46382 -0.28185 7.30583  -2.1877
C -3.70502 2.30671 0.31563  -1.2668
C 2.38229 0.12713 4.37903  -1.8520
C -2.71957 -3.05360 -0.82821  0.2993
C -2.54189 1.87107 3.19684  -1.2197
C -2.82679 -4.45367 1.16286  -1.0953
C -2.87015 -2.07821 -2.80435  -1.8250
C 4.49097 -0.90927 5.03183  0.4751
C -1.38933 -4.06658 3.01197  -0.9881
C -5.03411 -2.45316 -3.83605  -1.2368
C -0.55428 3.63446 0.86649  -0.4905
C -1.10958 -2.65603 0.99344  -0.1173
C 5.63355 -1.10382 6.02333  2.0544
C 4.52514 -1.61696 3.82702  -0.9370
C -0.06436 2.31575 -2.63533  0.0552
C 3.42336 -0.05143 5.28056  -0.0723
C 0.22694 4.74339 0.62142  -1.2263
C -4.15952 -2.64883 -2.78184  1.2732
C 2.40899 2.13781 -3.87401  -0.7772
C -2.42905 -4.78314 2.43865  -0.7115
C -3.36326 -1.07458 -4.94476  0.0779
C -2.48451 -1.31807 -3.90547  0.4907
C 2.42791 -0.57607 3.19535  0.3068
C -2.90735 -0.95520 -7.40001  -1.7958
C 6.95278 -0.68174 5.36071  -1.6307
C -0.11409 2.31344 0.61923  0.2666
C -0.75103 -3.06387 2.29781  0.3558
C -2.19534 -3.41653 0.46544  1.5459
C -0.02247 -0.11335 -2.13899  -2.3424
C 1.21529 2.27001 0.15592  0.5499
C 0.58481 1.05614 -2.68103  2.1904
C -4.01761 0.96377 -6.22147  -1.7876
C 1.85076 1.02121 -3.31500  -0.9702
C 1.51436 4.62599 0.11995  -0.6713
C 2.28674 4.50593 -4.43367  -0.0500
C 1.73441 3.37133 -3.83813  0.3938
C 2.01185 3.35495 -0.10681  -0.6375
C 5.71110 -2.58303 6.42944  -1.6354
C 3.49840 -1.44008 2.92500  0.4933
C -1.60508 0.50705 -5.86726  -2.2530
C -4.63078 -1.66917 -4.89969  -0.0817
C 0.48697 3.43329 -3.19600  -1.0104
B 2.10004 -1.53535 1.16190  -0.8251
H 5.91506 -3.21755 5.57154  0.3283
H -3.54235 1.78160 3.60851  0.3518
H -0.80927 -0.23145 -5.82639  0.3649
H -3.72237 1.94427 -0.70835  0.2999
H -4.14171 1.47152 -5.26603  0.3672
H -1.38383 1.18159 -6.69245  0.5484
H 2.11597 5.49710 -0.08784  0.4316
H -3.69911 1.69741 -6.96151  0.4644
H -5.32121 -1.53043 -5.72022  0.4000
H -2.22422 2.90098 3.31644  0.3542
H 1.56283 0.79687 4.59312  0.5331
H -4.97942 0.56608 -6.53506  0.3619
H 0.05886 -2.54782 2.80864  0.2754
H 7.14529 -1.26540 4.46555  0.3299
H 0.29445 -1.03338 -2.64745  1.1695
H -1.59275 1.08871 -4.94914  0.3795
H -1.11053 -0.00336 -2.06222  0.0123
H 4.55079 -0.55621 7.82932  0.4303
H 6.50648 -2.72774 7.15977  0.4604
H 2.38274 0.07720 -3.34981  0.4131
H -0.17454 5.72734 0.82563  0.3969
H -4.71170 2.20330 0.70989  0.4218
H 6.30559 -0.47667 7.96994  0.4421
H -3.63498 -4.99903 0.69148  0.3426
H 3.00530 3.19571 -0.49719  0.4616
H 5.44612 0.78436 7.09261  0.4253
H -1.49184 -0.91351 -3.90930  0.3913
H -3.47457 3.36509 0.27928  0.3850
H -3.86570 -1.41789 -7.62129  0.3665
H -1.88355 1.25623 3.80379  0.2989
H 5.33130 -2.29331 3.59032  0.4374
H -1.54939 3.77535 1.25181  0.3925
H 6.91399 0.36914 5.08265  0.3727
H -2.64594 -0.30177 -8.22989  0.4274
H -4.34808 -0.28743 1.70903  0.4911
H -3.34341 -0.86929 0.40208  -0.0456
H -1.02268 2.38520 -2.13262  0.5112
H -0.03419 4.37977 -3.15836  0.4430
H 3.37436 2.08473 -4.35987  0.4598
H -1.07478 -4.29357 4.02390  0.4392
H 3.38325 0.50722 6.20216  0.4390
H -6.01770 -2.89939 -3.81663  0.3848
H -2.85241 -1.11511 2.07754  0.1880
H -2.92147 -5.57717 2.98438  0.3610
H 4.76877 -2.89960 6.87251  0.3676
H 7.78222 -0.82753 6.05067  0.4539
H -2.15136 -1.73487 -7.32593  0.3937


> Which of these has the highest total energy?

C44H47BFN3O2SScSi


> Among the records above, which one has the lowest total energy?

C44H46F9Ge2N2PSW


> Look up the total charge of the second one.

-1